# 1
ORCA calculation (ωB97M-V with the def2-TZVPD basis set) on a cluster of 6 separate species, C43H71B2Br2F3NO10 in total.

Geometry (Å):
C -7.25473 -0.06707 5.32249
C -7.00663 0.20997 3.94956
C -6.37556 0.73139 2.52683
O -4.93918 1.15961 2.60446
B -4.31360 1.23529 1.23667
C -4.65537 2.82250 0.84860
C -4.05847 3.28591 -0.61092
C -3.57547 4.86256 -0.61332
F -3.68685 5.31787 -2.04865
Br -4.82573 6.05600 0.45130
C -2.00032 5.07221 -0.19292
F -1.65395 4.56780 1.16090
F -1.65430 6.53631 -0.26016
Br -0.88417 4.21725 -1.66759
C -2.69168 1.02556 1.41628
O -2.21755 -0.34344 1.04732
C -0.78964 -0.11024 0.65327
C 0.26088 0.67382 1.65934
C 1.83572 0.95054 1.27598
C 2.81617 1.70640 2.35879
C 2.45361 0.46906 -0.16774
C 1.42377 -0.31888 -1.19059
C -0.17329 -0.62208 -0.80216
C -1.04276 -1.45287 -1.91718
C -1.31710 -2.96746 -1.27463
C -2.49085 -0.78828 -2.30586
O -5.06812 0.16518 0.51896
C -6.21465 -0.37024 1.32463
B -5.91363 -1.76318 2.21040
C -4.52899 -2.05605 3.04689
O -7.00826 -2.77661 2.26360
N -7.41027 -0.80636 0.51139
C -7.02145 -1.51529 -0.77385
C -8.29374 0.33879 0.07895
C -9.89916 -0.04672 -0.19039
O -7.92498 1.59949 -0.15483
H -7.39738 -0.28917 6.47503
H -7.01042 1.71380 2.31163
H -4.19296 3.46315 1.72514
H -5.83934 2.90666 0.81128
H -3.23410 2.54284 -1.01010
H -4.97270 3.22622 -1.37520
H -2.36602 1.18124 2.53881
H -2.11451 1.86384 0.79623
H -0.15437 1.05109 2.70396
H 2.23504 2.49243 3.01593
H 3.32413 0.91871 3.08722
H 3.63967 2.28168 1.71417
H 3.55976 0.61026 -0.52247
H 1.85348 -0.68099 -2.23871
H -0.40781 -1.62605 -2.91033
H -2.38718 -2.90745 -0.78278
H -0.51187 -3.09164 -0.40749
H -1.19577 -3.83004 -2.05736
H -2.42659 0.13507 -3.03114
H -3.15304 -0.47196 -1.38886
H -3.11208 -1.62457 -2.88166
H -4.87036 -2.43296 4.12718
H -3.83431 -1.12776 3.20531
H -3.93390 -2.90409 2.49774
H -7.74620 -2.29488 2.77758
H -7.81583 -2.37346 -1.00696
H -5.93010 -1.93634 -0.79247
H -7.17889 -0.72118 -1.65099
H -10.08326 -1.21726 -0.04610
H -10.11465 0.14830 -1.34806
H -10.63854 0.61446 0.43011
C 2.04759 5.96587 -3.36399
C 3.29505 6.12853 -4.19352
C 4.38648 5.86038 -3.18035
O 3.84905 4.93577 -2.22463
C 2.43286 4.83928 -2.43038
H 1.15388 5.74467 -3.95290
H 1.86228 6.88098 -2.78903
H 3.31953 5.36496 -4.97994
H 3.38384 7.10973 -4.66669
H 4.66297 6.77362 -2.64285
H 5.28657 5.43749 -3.63582
H 2.22677 3.86249 -2.88142
H 1.91577 4.89561 -1.46853
C 0.85319 -7.21684 0.65984
C 1.20084 -7.34967 -0.80038
C 0.21170 -6.40578 -1.44869
O -0.04967 -5.36155 -0.50085
C 0.49446 -5.75092 0.76782
H 1.66358 -7.50805 1.33285
H -0.02328 -7.83410 0.89033
H 2.22379 -6.99431 -0.97177
H 1.12606 -8.37216 -1.17912
H -0.73733 -6.90920 -1.66143
H 0.59287 -5.97257 -2.37794
H 1.38329 -5.13774 0.95229
H -0.23529 -5.55432 1.55808
C 5.98602 -2.36319 -1.65021
C 5.43494 -3.69350 -1.20598
C 3.95227 -3.52106 -1.45417
O 3.81786 -2.62320 -2.56453
C 5.09664 -2.02937 -2.82785
H 7.04676 -2.39210 -1.91186
H 5.84839 -1.62038 -0.85547
H 5.83057 -4.49105 -1.84587
H 5.66767 -3.94133 -0.16727
H 3.45555 -3.06322 -0.59219
H 3.45275 -4.46689 -1.68297
H 5.48397 -2.46769 -3.75407
H 4.97992 -0.95198 -2.97378
C 0.78829 -2.14730 5.97972
C 0.29342 -3.03213 4.86487
C 0.47853 -2.14680 3.65179
O 1.59949 -1.29494 3.92547
C 1.93146 -1.41117 5.31598
H 1.09643 -2.69653 6.87295
H 0.00319 -1.43764 6.26664
H 0.93429 -3.91787 4.78224
H -0.73861 -3.36766 4.99471
H -0.39547 -1.50717 3.48941
H 0.66585 -2.71996 2.73918
H 2.86512 -1.97936 5.39000
H 2.09351 -0.41671 5.74082
C 8.97153 4.37047 -2.83994
C 8.27938 3.98298 -1.55872
C 7.41892 2.82014 -2.00262
O 8.11161 2.17812 -3.08202
C 9.18907 3.02704 -3.50111
H 9.90040 4.92575 -2.68716
H 8.30109 4.98456 -3.45292
H 9.01992 3.64141 -0.82590
H 7.70142 4.79391 -1.10833
H 6.45167 3.16419 -2.38396
H 7.24093 2.09963 -1.19910
H 10.12562 2.56758 -3.16676
H 9.20312 3.09353 -4.59247

The HOMO-LUMO gap comes out at 7.13 eV. As for the charge: -1.


# 2
ORCA calculation (ωB97M-V with the def2-TZVPD basis set) on a structure of composition C20H26B2F2N10OS2W.

Geometry (Å):
W 0.19713 -0.19344 0.58690
C 0.58850 -3.43019 -2.23966
C 0.03825 -2.90292 -1.09078
N 0.53751 -1.66977 -0.86563
N 1.39766 -1.39944 -1.87940
C 1.44873 -2.44256 -2.70786
B 2.12665 -0.02377 -2.01323
N 2.90172 0.25981 -0.67213
C 4.17723 0.51814 -0.39657
C 4.33637 0.68286 0.97797
C 3.07663 0.51867 1.49968
N 2.19690 0.27551 0.50004
N 1.02312 1.07796 -2.05506
C 0.82452 2.07867 -2.91491
C -0.20869 2.89184 -2.44945
C -0.58819 2.32224 -1.26120
N 0.15262 1.20661 -1.00581
N 2.95912 -0.04570 -3.24184
C 4.25119 -0.43624 -3.49319
C 4.40965 -0.51757 -4.84553
C 3.14642 -0.17672 -5.37197
N 2.27537 0.08797 -4.41965
H 0.39250 -4.38901 -2.68637
H -0.69094 -3.33223 -0.42363
H 2.07389 -2.41973 -3.58618
H 4.91158 0.60506 -1.17833
H 5.24699 0.90769 1.50503
H 2.73794 0.58295 2.52086
H 1.42983 2.15730 -3.80240
H -0.60761 3.77290 -2.91992
H -1.34455 2.65047 -0.57100
H 4.95533 -0.67949 -2.71631
H 5.30180 -0.78628 -5.38344
H 2.84542 -0.11804 -6.40603
C -3.88212 2.67375 5.36522
C -3.42337 1.86836 4.20714
C -4.18290 0.91146 3.57157
C -3.67678 0.23412 2.46981
N -2.41525 0.50694 2.02584
C -1.66450 1.42295 2.65796
S -0.12137 1.78534 2.06958
N -2.17281 2.08067 3.72197
C -4.52300 -0.77530 1.77415
H -4.20027 2.01171 6.17247
H -4.75342 3.26488 5.07363
H -3.11199 3.34555 5.73897
H -5.18533 0.70428 3.91845
H -1.58745 2.78362 4.16401
H -4.81840 -1.54686 2.48854
H -4.03492 -1.24707 0.93170
H -5.44383 -0.30014 1.42931
F -1.98642 -1.12340 0.44812
B -2.11686 0.24320 0.38196
F -3.04768 1.02662 -0.13435
C 0.33596 -4.18015 2.64209
S -0.14495 -2.54099 3.14372
C 0.95585 -2.32179 4.52517
O 0.46713 -1.62145 2.05463
H 0.17853 -4.84224 3.49487
H 1.38432 -4.16658 2.34702
H -0.30480 -4.49296 1.82109
H 0.63608 -3.00528 5.31284
H 0.85672 -1.29517 4.87161
H 1.97683 -2.53803 4.21401

The HOMO-LUMO gap (alpha / beta) comes out at 6.47 / 4.72 eV. As for the charge: +3. As for the spin multiplicity: 4.


# 3
ORCA calculation (ωB97M-V with the def2-TZVPD basis set) on the molecule C6H14O.

Geometry (Å):
C -3.41645 -0.00982 -0.47659
C -2.25584 -0.35570 0.45025
C -0.90890 -0.11511 -0.21962
C 0.29551 -0.38167 0.66236
C 1.58693 -0.08468 -0.12379
O 2.60845 0.13771 0.79182
C 3.69610 0.61848 0.07297
H -4.38388 -0.17773 0.00622
H -3.38202 -0.62002 -1.38713
H -3.36985 1.04242 -0.78190
H -2.31738 0.24536 1.36803
H -2.32965 -1.40584 0.76595
H -0.82853 -0.73945 -1.12210
H -0.83901 0.92695 -0.55661
H 0.24696 -1.41916 1.04842
H 0.27305 0.24984 1.56259
H 1.84648 -0.92192 -0.79873
H 1.67964 0.86927 -0.86048
H 4.16486 -0.17913 -0.52863
H 4.42003 0.97090 0.82699
H 3.21350 1.34932 -0.70003

The HOMO-LUMO gap comes out at 10.94 eV. As for the SMILES: CCCCCOC.


# 4
ORCA calculation (ωB97M-V with the def2-TZVPD basis set) on a cluster of 6 separate species, C12H11Cl20N2O2S in total.

Geometry (Å):
C -0.32809 -2.05935 -2.19142
C -1.22442 -1.85481 -0.97460
O -2.30428 -0.99712 -1.31950
C -0.50790 -1.33577 0.26631
O 0.54634 -0.36962 -0.07684
C 1.58961 -0.51998 0.74412
C 1.48037 -0.22652 2.11935
C 2.56908 -0.40196 2.93246
S 2.60372 -0.11919 4.65217
C 3.73864 -0.84898 2.29614
N 3.72913 -1.05473 0.99630
N 2.70971 -0.92569 0.17305
H -0.85665 -1.73617 -3.08450
H 0.62666 -1.54565 -2.11654
H -0.11074 -3.12184 -2.31017
H -1.64465 -2.82389 -0.67899
H -3.01207 -1.15987 -0.68726
H -0.05097 -2.17178 0.80129
H -1.20906 -0.85174 0.94939
H 0.53443 0.14041 2.49373
H 1.29167 -0.30100 4.84588
H 4.66009 -1.03156 2.83130
H 4.58532 -1.35320 0.53888
C -6.40828 -1.42741 -0.06055
Cl -7.15104 0.03838 0.55796
Cl -7.47057 -2.80855 0.16586
Cl -6.02008 -1.23266 -1.76677
Cl -4.88895 -1.70040 0.84399
C -0.54482 -5.50473 2.24532
Cl 0.24224 -7.07184 2.24303
Cl 0.68377 -4.23615 1.95407
Cl -1.75156 -5.42859 0.96345
Cl -1.30706 -5.20539 3.80333
C 2.24519 3.80679 -0.49950
Cl 1.21556 4.98583 0.30587
Cl 1.56469 2.18065 -0.26593
Cl 2.34073 4.14997 -2.21740
Cl 3.86939 3.85691 0.20801
C -4.66503 3.88257 0.67697
Cl -6.31244 4.40673 0.33149
Cl -4.65871 2.13296 0.94743
Cl -3.61906 4.26703 -0.69051
Cl -4.07322 4.70280 2.12466
C 5.46251 4.57691 -5.01699
Cl 5.89901 4.67848 -3.30554
Cl 5.99988 6.03089 -5.84997
Cl 6.22773 3.15949 -5.73626
Cl 3.70418 4.42935 -5.16258

The HOMO-LUMO gap comes out at 7.93 eV. As for the charge: +1.


Which formula does entry 2 have?
C20H26B2F2N10OS2W


What is the formula in the second record?
C20H26B2F2N10OS2W